Record 1
Molecular formula: C13H23GeN3O4Zn
Method: DFT, wB97M-V/def2-TZVPD

Geometry as XYZ:
```
45
Properties=species:S:1:pos:R:3:forces:R:3:lowdin_charge:R:1
Ge -2.035700 -0.386200 2.888200 0.38 0.09 0.19 0.75
Zn -0.295100 0.199300 0.137600 0.52 -0.76 0.24 0.66
O -4.634600 7.070400 -2.987600 -0.19 -0.01 -0.03 0.08
O 0.001200 1.976500 -0.917300 0.67 0.04 0.16 -0.04
O -1.985800 1.054700 -0.883600 -0.50 -0.45 0.10 -0.04
O -2.761300 8.016700 -2.531300 0.07 0.21 0.02 0.08
N -3.481900 7.043100 -2.608800 -0.23 0.58 -0.21 -0.36
N -0.702100 -1.616400 -1.156400 -0.27 0.09 0.23 0.00
N 1.750000 -0.345700 -0.812200 0.02 0.29 0.07 -0.01
C -3.417300 0.938300 2.364500 0.33 -0.39 0.10 -0.22
C -1.052000 4.485600 -1.475400 -0.11 -0.20 -0.07 0.01
C -3.156500 3.404900 -1.953500 0.26 -0.04 0.06 0.01
C -1.237500 2.030900 -1.088800 -0.49 0.92 -0.69 -0.63
C 0.379200 -1.857800 -2.101400 0.51 -0.17 0.01 -0.24
C -2.558300 -2.204800 2.258200 0.11 0.50 0.18 -0.23
C -3.704400 4.620400 -2.310900 -0.08 0.41 -0.08 0.02
C 1.713800 -1.682900 -1.376000 -0.13 -0.24 -0.31 -0.25
C -1.592800 5.705600 -1.825400 -0.23 0.31 -0.09 0.02
C -2.921300 5.768100 -2.234800 0.60 -1.28 0.30 -0.15
C -1.924500 -0.423600 4.883400 -0.19 -0.04 -0.59 -0.23
C -1.831800 3.333700 -1.535600 0.00 0.17 0.06 -0.11
C -0.280100 0.082800 2.120100 -0.64 -0.20 -0.03 -0.39
H 0.458500 -0.644000 2.457100 0.04 -0.19 0.08 -0.04
H -0.848700 -2.425500 -0.561500 -0.08 0.04 -0.01 0.09
H -0.023900 4.403500 -1.154100 0.00 0.01 0.02 0.12
H -2.937700 -2.168500 1.241400 -0.09 0.04 -0.20 0.00
H -1.626900 0.548600 5.264500 0.06 0.16 0.00 0.01
H -4.726500 4.702500 -2.645000 -0.05 0.00 -0.01 0.12
H -1.200400 -1.157700 5.221900 0.15 -0.13 0.00 0.01
H -3.331700 -2.622100 2.894800 -0.16 -0.07 0.08 0.01
H -4.375700 0.703000 2.817100 -0.15 -0.08 0.08 0.01
H -1.571300 -1.409700 -1.633900 -0.06 0.01 0.10 0.09
H 0.336100 -2.856000 -2.556800 -0.02 0.20 -0.02 0.12
H -3.533100 0.954500 1.285300 0.00 -0.02 -0.18 -0.01
H 1.814100 0.352600 -1.546600 0.04 0.08 0.11 0.09
H 2.535000 -0.217900 -0.185800 -0.04 0.04 0.01 0.10
H -2.888300 -0.674500 5.317100 -0.17 -0.04 0.07 0.00
H 1.769600 -2.400600 -0.554700 0.07 -0.04 -0.02 0.12
H 0.023500 1.038700 2.541300 0.02 0.23 0.04 -0.03
H 2.539700 -1.882400 -2.072000 -0.10 -0.06 0.12 0.12
H -3.131500 1.935400 2.686800 0.11 0.13 0.07 0.01
H -1.706400 -2.878600 2.283600 0.18 -0.07 0.04 0.01
H 0.317000 -1.106900 -2.892000 -0.07 -0.07 -0.05 0.12
H -1.007500 6.611300 -1.786000 0.00 0.02 0.01 0.12
H -3.736500 2.496800 -1.996400 -0.10 -0.05 0.04 0.12
```
Positions in Å, forces in eV/Å.

Results
Total energy in Ha: -4830.61289
HOMO in eV: -8.438
Kohn-Sham gap in eV: 7.891
Total charge: 0


Record 2
Molecular formula: C13H23I2N3O4P
Method: DFT, wB97M-V/def2-TZVPD

Geometry as XYZ:
```
46
Properties=species:S:1:pos:R:3:forces:R:3:nbo_charge:R:1
I 2.761330 -0.115565 0.569742 -0.17 -0.13 -0.20 0.07
I 1.548995 -4.997331 0.184885 0.30 0.43 -0.02 0.13
P -1.902785 -3.019666 1.211877 -0.04 0.21 1.56 1.55
O -2.615432 -3.064494 2.511843 -0.47 0.15 0.10 -1.12
O 0.607168 -0.910435 3.093682 -0.02 0.66 -0.52 -0.71
O 0.275209 -3.095071 2.836038 -0.18 0.05 -0.96 -0.77
O 0.073525 4.370374 1.030926 0.19 0.28 -0.16 -0.54
N 0.152282 -1.399847 -1.223122 0.25 -0.46 -0.16 -0.49
N -0.425581 1.677063 1.994214 -0.18 0.05 -0.01 -0.58
N 0.384518 -2.021531 0.006864 -0.30 0.88 0.65 -0.35
C -0.575779 0.916974 1.000772 0.38 -0.11 -0.34 0.14
C 2.464296 -3.107176 0.482921 0.37 -0.01 0.00 -0.13
C 3.913049 -3.180962 0.843500 -0.13 -1.08 0.42 -0.67
C 0.123131 6.743246 1.116009 0.20 -0.13 0.07 -0.72
C -1.968966 5.407993 0.420661 0.02 -0.25 -0.02 -0.72
C -0.971289 -1.880934 -1.976567 -0.06 0.53 -1.34 -0.22
C -0.528828 5.402658 0.871901 -0.05 -0.04 0.01 0.60
C -0.576042 -1.702944 1.123006 -0.29 -0.17 -0.58 -0.29
C 0.754515 -1.458812 -3.882302 -0.53 -0.49 -0.65 -0.60
C 1.748829 -2.006603 0.341057 -0.44 -0.24 -0.39 0.06
C 0.181837 -1.888311 2.484853 0.17 -1.13 1.40 0.75
C -0.719251 -1.654874 -3.514602 0.16 -0.10 0.73 -0.40
C -1.356782 -0.376062 0.994883 0.08 0.64 0.51 -0.51
H 4.032986 -4.025736 1.526752 0.06 0.04 0.04 0.23
H -2.306599 4.382594 0.285934 0.03 0.00 0.03 0.25
H 0.160191 2.458580 1.693646 -0.26 -0.09 0.29 0.35
H 0.841387 -1.611766 -4.962717 0.12 0.12 -0.02 0.19
H 0.121003 7.332099 0.197171 -0.13 0.09 0.06 0.22
H 4.519701 -3.433497 -0.026995 0.05 0.27 -0.10 0.22
H -1.366240 -4.280016 0.893976 0.11 0.30 -0.63 -0.07
H -2.594259 5.889290 1.174238 -0.01 0.13 -0.09 0.23
H 1.151978 6.590625 1.434615 -0.01 -0.03 0.00 0.24
H 4.280673 -2.307489 1.367622 -0.03 0.22 -0.22 0.24
H -1.923875 -1.376478 -1.762054 0.01 -0.14 0.34 0.16
H -1.124422 -2.946042 -1.818867 0.30 -0.04 0.35 0.21
H -1.095800 -2.546703 -4.018077 -0.10 0.12 -0.18 0.20
H -2.890368 -2.646205 0.250297 0.57 -0.26 -0.51 -0.13
H -0.112485 1.210876 0.043160 -0.06 -0.24 -0.01 0.12
H -2.061392 5.939637 -0.528245 -0.06 0.14 0.08 0.22
H -2.008234 -0.346043 0.115569 0.12 -0.26 -0.11 0.20
H 1.121076 -0.460164 -3.664505 0.12 -0.03 0.26 0.20
H -2.020574 -0.330138 1.861900 0.05 -0.14 0.09 0.26
H -1.302965 -0.797909 -3.853886 -0.04 -0.03 -0.09 0.19
H 1.361803 -2.221567 -3.403226 0.19 0.17 0.16 0.22
H -0.412890 7.281977 1.899023 -0.07 0.10 -0.12 0.23
H 0.281354 -0.393618 -1.228371 -0.21 0.04 0.29 0.35
```
Positions in Å, forces in eV/Å.

Results
Total energy in Ha: -1911.09907
HOMO in eV: -4.714
Kohn-Sham gap in eV: 7.008
Total charge: -1
Relative energy (zero: lowest compared OMol25 entry of this formula, charge and spin) in kJ/mol: 0.0


Record 3
Molecular formula: C13H23I2OP2Tc
Method: DFT, wB97M-V/def2-TZVPD

Geometry as XYZ:
```
42
Properties=species:S:1:pos:R:3:forces:R:3:nbo_charge:R:1
I 1.043100 0.157850 -2.450669 -0.71 0.08 1.43 0.34
I -0.839217 -0.406150 2.680868 0.03 -1.05 -0.84 0.40
Tc -0.062148 0.113493 0.017763 3.81 -2.01 1.17 -0.05
P -0.522729 2.308147 -0.076568 -1.25 4.65 -0.61 1.14
P 0.120753 -2.300710 -0.097302 -0.12 -3.72 -0.41 1.04
O 2.977739 0.050884 0.873103 -5.87 -0.50 -2.27 -0.44
C 0.542975 2.905800 4.254075 -2.96 -1.01 -1.19 -0.12
C 0.821518 1.745061 2.195681 1.04 -0.12 1.39 0.16
C 1.847002 0.064129 0.508204 4.70 -0.41 1.22 0.69
C -0.173994 -3.072886 -1.752553 -0.15 0.57 -0.02 -0.92
C 1.854194 3.081535 4.387847 3.36 1.19 3.17 -0.09
C 0.795080 3.468122 0.350417 -0.19 1.42 1.00 -0.94
C -1.965017 2.799987 0.913815 -0.25 -0.07 0.20 -0.95
C 2.252934 2.120765 2.258342 1.00 -0.70 0.69 -0.31
C 2.759624 2.602109 3.470034 1.13 0.55 -0.78 -0.16
C -0.077155 2.200443 3.173935 2.08 1.47 1.09 -0.40
C 1.726233 -3.056714 0.413017 0.09 0.67 0.10 -0.93
C -1.016940 2.930512 -1.720119 -0.03 -0.40 -0.17 -0.92
C -1.106456 -3.241182 0.919932 -0.09 0.62 0.03 -0.93
H -1.763301 2.248201 -2.139818 0.03 0.22 -0.12 0.27
H -1.115031 -4.312506 0.654848 0.17 0.50 0.06 0.30
H 1.935625 -2.762039 1.454645 0.05 -0.21 -0.33 0.25
H -0.138130 2.958731 -2.373714 -0.22 0.06 0.08 0.27
H 3.148815 2.140496 1.553741 -2.23 -0.47 0.07 0.33
H -0.871866 -3.118273 1.988523 -0.09 -0.28 -0.36 0.25
H -2.260577 3.828484 0.688434 -0.02 -0.17 -0.32 0.29
H -0.329318 -4.164121 -1.668224 0.17 0.55 0.15 0.29
H -2.797637 2.109967 0.747317 -0.03 0.22 -0.14 0.27
H -1.451929 3.934488 -1.610930 0.16 -0.29 0.02 0.29
H 2.265205 3.598441 5.337337 -0.79 -0.67 -1.73 0.30
H -1.747280 2.792991 1.971206 -0.18 0.03 -0.21 0.24
H 1.714463 -4.161801 0.339403 -0.25 0.61 -0.06 0.30
H 1.131487 3.366370 1.401125 -0.47 0.56 -0.94 0.26
H 0.676980 -2.860092 -2.413989 -0.26 -0.17 0.16 0.26
H -1.119212 2.069169 3.408912 -0.02 -0.26 -0.78 0.30
H 1.693442 3.254218 -0.209715 0.17 0.30 -0.58 0.27
H 0.476109 4.535344 0.382204 0.14 -0.59 -0.88 0.30
H -2.100522 -2.815683 0.721539 0.11 -0.27 0.11 0.25
H -0.125913 3.221460 5.017483 -0.44 0.16 0.69 0.27
H 3.864686 2.868871 3.568566 -1.65 -0.57 -0.27 0.30
H 2.519477 -2.654221 -0.238694 -0.16 -0.27 0.26 0.26
H -1.076988 -2.613383 -2.178763 0.20 -0.25 -0.06 0.26
```
Positions in Å, forces in eV/Å.

Results
2S+1: 4
Total energy in Ha: -1941.99860
HOMO (alpha / beta) in eV: -19.385 / -18.692
Kohn-Sham gap (alpha / beta) in eV: 6.235 / 4.610
Total charge: +3
Relative energy (zero: lowest compared OMol25 entry of this formula, charge and spin) in kJ/mol: 253.0


Among the records above, which one has the lowest total charge?
C13H23I2N3O4P


What is the total charge in the first record?
0


Look up the total charge of the second one.
-1